1.
Formula: C34H34BrN10O10
Source: the OMol25 dataset
Level of theory: wB97M-V/def2-TZVPD

## Properties
**Gap between HOMO and LUMO**: 6.472 eV
**Lowest unoccupied orbital energy**: -4.271 eV

Geometry as ORCA input:
```
! wB97M-V def2-TZVPD RIJCOSX def2/J DEFGRID3
* xyz 1 1
Br -0.5119 1.9259 6.8029
O -1.7147 -4.2751 0.4217
O 6.0947 -4.4511 -1.5247
O 0.3401 -3.6345 0.3537
O 6.1476 -0.9110 -7.5113
O 6.4339 1.2104 -7.7185
O 1.1801 -3.8861 -7.0516
O -3.1510 5.8313 3.0671
O -4.8302 4.5426 3.4162
O -0.4999 -2.5522 -6.9862
O 7.5609 -6.0123 -1.7137
N -3.3120 1.9647 7.2706
N -3.5128 1.2646 6.0842
N -2.0590 2.3370 7.6697
N -3.4951 3.0492 9.1714
N -1.1873 3.5775 9.4811
N 6.8857 -5.1126 -2.1684
N -0.7605 -3.6601 0.8555
N -4.2730 5.6265 3.4778
N 5.7326 0.2275 -7.6193
N 0.2255 -3.3927 -6.4853
C -0.5513 -4.6256 -2.5312
C -4.9997 6.7440 4.0961
C 7.0310 -4.8015 -3.6010
C 0.7825 -4.7619 -4.5291
C -0.0502 -3.8214 -5.1081
C 8.0183 -5.2667 -5.7144
C -0.9578 -2.8858 2.0950
C 7.8980 -5.5592 -4.3652
C 2.0904 -0.5079 -7.3757
C -2.3697 -2.1810 3.8738
C -6.3480 8.8313 5.2540
C -2.2098 3.0299 8.8197
C -6.2746 6.5238 4.5858
C -1.1263 -3.2720 -4.4368
C -2.7515 1.9066 3.7691
C 7.2793 -4.2324 -6.2741
C 4.2724 0.4184 -7.5946
C 6.4176 -3.4821 -5.4855
C -1.3721 -3.6830 -3.1365
C -1.3167 -1.4417 4.3960
C 2.3897 1.8707 -7.6178
C -3.7144 2.1837 4.9064
C -4.1301 2.3971 8.2183
C -0.0821 -1.4339 3.7608
C 1.5561 0.7711 -7.4540
C 3.7630 1.6998 -7.6876
C -5.0696 9.0297 4.7490
C -4.3828 7.9800 4.1623
C 3.4607 -0.6909 -7.4509
C 0.5230 -5.1631 -3.2299
C -2.1946 -2.9129 2.7104
C -6.9495 7.5819 5.1708
C 6.2892 -3.7650 -4.1356
C 0.1057 -2.1613 2.5970
H -1.7556 -2.5402 -4.9204
H -5.1920 2.2229 8.1557
H -2.6515 2.8039 3.1632
H 7.3756 -4.0058 -7.3273
H 5.8531 -2.6717 -5.9217
H -3.3913 8.1203 3.7594
H 1.4435 -1.3614 -7.2550
H -3.3291 -2.1925 4.3728
H -1.2404 3.7493 10.4688
H 1.6154 -5.1685 -5.0824
H -6.8803 9.6552 5.7091
H 0.4846 0.9084 -7.3939
H 3.8872 -1.6807 -7.3906
H -3.6125 3.2109 5.2553
H -2.2115 -3.2694 -2.5937
H -1.7687 1.6265 4.1341
H -7.9486 7.4333 5.5555
H -0.3648 3.8763 8.9883
H 1.9713 2.8653 -7.6870
H 8.6909 -5.8485 -6.3291
H 1.0596 -2.1703 2.0917
H -1.4614 -0.8690 5.3034
H 1.1655 -5.8934 -2.7580
H 8.4657 -6.3593 -3.9153
H 0.7413 -0.8638 4.1696
H -4.7434 2.0910 4.5665
H -4.6075 10.0050 4.8072
H -3.0001 -3.4966 2.2913
H 4.4254 2.5440 -7.8040
H -6.7343 5.5510 4.5008
H 5.6239 -3.1916 -3.5084
H -0.7396 -4.9331 -1.5172
H -3.1147 1.1053 3.1311
H -4.3752 0.7588 6.2502
*
```

Atom-resolved charges from Mulliken, all expressed in e: Br 0.1697; O -0.6268; O -0.6191; O -0.5825; O -0.6103; O -0.6042; O -0.5869; O -0.5919; O -0.6052; O -0.6077; O -0.6115; N 0.3160; N -0.3247; N -0.1858; N -0.5482; N -0.3738; N 1.0257; N 1.1368; N 1.0220; N 1.0063; N 0.9674; C -0.3109; C 0.1496; C 0.0970; C -0.2665; C 0.1524; C -0.4569; C -0.0194; C -0.4573; C -0.0614; C -0.5844; C -0.4362; C 0.5842; C -0.3335; C -0.3436; C -0.8882; C -0.4460; C 0.1443; C 0.0161; C -0.5912; C -0.3356; C -0.3291; C -0.4231; C 0.0208; C -0.4844; C -0.6042; C -0.5598; C -0.4555; C -0.3417; C -0.4795; C -0.7701; C -0.3361; C -0.4698; C -0.5562; C -0.3005; H 0.4643; H 0.4234; H 0.3301; H 0.4135; H 0.3142; H 0.4648; H 0.3435; H 0.3940; H 0.2448; H 0.4922; H 0.3921; H 0.4227; H 0.5220; H 0.3256; H 0.3900; H 0.1439; H 0.3808; H 0.1874; H 0.3802; H 0.3777; H 0.4853; H 0.4311; H 0.3888; H 0.4615; H 0.3503; H 0.3949; H 0.3821; H 0.4724; H 0.4560; H 0.4529; H 0.4509; H 0.5718; H 0.3051; H 0.3009

2.
Formula: C38H28N12PtSb
Source: the OMol25 dataset
Level of theory: wB97M-V/def2-TZVPD

## Properties
**Gap between HOMO and LUMO**: 6.342 eV
**Lowest unoccupied orbital energy**: -3.928 eV

Geometry as ORCA input:
```
! wB97M-V def2-TZVPD RIJCOSX def2/J DEFGRID3
* xyz 1 1
Pt -0.5185 1.2535 -0.8054
Sb -0.5089 -0.3841 1.3063
N -1.6114 3.6793 2.2658
N 1.4113 1.8346 -0.5372
N -1.5194 2.5279 1.7113
N -1.2226 2.7271 0.3973
N 0.0841 4.5727 -3.1500
N -0.7040 4.6647 -0.9084
N -0.1756 2.4492 -3.5520
N 0.3312 -0.0506 -2.0221
N -2.2018 0.2702 -1.4541
N -1.3337 4.6615 1.3943
N -0.5956 2.6903 -2.2798
N 0.1997 3.5611 -4.0509
C -2.5523 -0.8590 5.6914
C 2.5347 -0.4982 1.0407
C 1.5020 -0.1356 1.9046
C -0.3897 4.0010 -2.0734
C 2.1758 1.3484 -1.5733
C -0.9336 -5.0700 -0.0369
C -1.8727 -0.8482 -2.1778
C -1.0902 4.0501 0.2513
C 3.9593 2.8114 -0.8937
C -2.5709 0.2620 3.5616
C -0.1434 -2.2304 -3.1155
C 4.1445 0.3841 2.5914
C 2.3349 -0.0996 -3.4846
C -1.4565 -1.6134 5.2960
C -3.1106 0.0711 4.8269
C 3.6200 0.4226 -3.7266
C -1.1421 -3.1414 -3.5135
C 1.8959 2.7216 0.3055
C 3.4684 1.8428 -1.7981
C 0.3211 -4.5835 0.2989
C -0.6204 -2.4071 0.6966
C -3.4568 0.5472 -1.1674
C -2.8662 -1.7458 -2.5985
C 3.1941 3.2267 0.1601
C -4.5014 -0.2861 -1.5880
C -0.9156 -1.4411 4.0308
C 3.8528 -0.2463 1.3869
C -2.0377 -4.2293 0.0008
C 4.1927 1.3558 -2.9096
C 1.7970 0.4942 3.1086
C -1.4717 -0.4923 3.1780
C -0.4878 -1.0631 -2.4692
C -2.4703 -2.9148 -3.2871
C -4.2065 -1.4240 -2.2891
C 3.1195 0.7566 3.4479
C 1.6043 0.3311 -2.3993
C 0.4819 -3.2543 0.6680
C -1.8813 -2.9017 0.3680
H 2.3167 -0.9597 0.0826
H 1.0021 0.7916 3.7836
H -2.9864 1.0107 2.9051
H -1.0533 -6.1078 -0.3180
H -2.9718 -0.9972 6.6790
H 3.5540 3.9537 0.8730
H -0.6460 5.6706 -0.9155
H -3.2226 -3.6213 -3.6104
H 4.6514 -0.5369 0.7162
H -3.6398 1.4487 -0.5967
H -1.0208 -2.3388 5.9698
H -0.8362 -4.0475 -4.0196
H -3.9637 0.6590 5.1376
H 3.3446 1.2496 4.3843
H 5.1821 1.7435 -3.1098
H 1.2554 3.0378 1.1191
H -2.7563 -2.2584 0.4066
H -5.5183 -0.0149 -1.3459
H -0.0673 -2.0428 3.7230
H 1.1801 -5.2415 0.2842
H 0.8923 -2.4609 -3.3083
H 1.9133 -0.8082 -4.1785
H 4.1608 0.0715 -4.5952
H 5.1734 0.5828 2.8615
H 4.9516 3.2174 -1.0458
H -4.9962 -2.0925 -2.6092
H 1.4651 -2.8986 0.9465
H -3.0203 -4.6088 -0.2471
*
```

Atom-resolved charges from Mulliken, all expressed in e: Pt -0.5376; Sb 1.2307; N -0.6837; N 1.1688; N -0.1187; N 0.5365; N -0.5479; N 0.0231; N -0.3002; N 0.9439; N 0.4384; N -0.5942; N 0.4332; N -0.6520; C -0.5239; C -0.3019; C 0.7880; C 0.4294; C -0.1698; C -0.6656; C 0.3888; C 0.3436; C -0.8689; C -0.6495; C -0.0589; C -0.7425; C -0.8991; C -0.7206; C -0.6691; C -1.0435; C -1.2780; C -0.0807; C 1.3462; C -0.8331; C 0.8152; C 0.1109; C 0.9350; C -1.2649; C -0.9764; C -0.3696; C -1.0342; C -0.6754; C -1.0975; C -0.7169; C 0.7282; C -0.1641; C -0.8213; C -0.8194; C -0.8298; C 0.2337; C -0.4290; C -0.6521; H 0.4958; H 0.4807; H 0.3753; H 0.4306; H 0.3999; H 0.5151; H 0.2614; H 0.4591; H 0.4710; H 0.5138; H 0.4197; H 0.4175; H 0.4228; H 0.4464; H 0.4800; H 0.4227; H 0.4022; H 0.4679; H 0.3690; H 0.4629; H 0.6413; H 0.7327; H 0.4369; H 0.4348; H 0.5140; H 0.4832; H 0.4646; H 0.4750

3.
Formula: H2I3P2
Source: the OMol25 dataset
Level of theory: wB97M-V/def2-TZVPD

## Properties
**Gap between HOMO and LUMO (spin up / spin down)**: 4.075 / 4.011 eV
**Lowest unoccupied orbital energy (spin up / spin down)**: -8.581 / -8.623 eV

Geometry as ORCA input:
```
! wB97M-V def2-TZVPD RIJCOSX def2/J DEFGRID3
* xyz 1 1
I -3.1621 2.4332 -1.5002
I -4.4627 -2.7372 -0.4815
I -3.4902 0.9853 2.1218
P -2.4701 0.6179 -0.0474
P -0.3004 0.8225 0.2806
H -0.1984 -0.4383 0.8942
H 0.0453 0.3741 -1.0091
*
```

Atom-resolved charges from Mulliken, all expressed in e: I 0.2086; I 0.3294; I 0.2258; P -0.0282; P -0.0490; H 0.1566; H 0.1567

Number 1: strongest force on any atom 0.009 hartree/bohr, DFT total energy -5189.2200 hartree. Number 2: strongest force on any atom 0.019 hartree/bohr, DFT total energy -2481.2964 hartree. Number 3: strongest force on any atom 0.021 hartree/bohr, DFT total energy -1576.6399 hartree.